1.
{
  "formula": "C17H58N20O11",
  "method": "the ωB97M-V functional and the def2-TZVPD basis",
  "e_homo_ha": -0.32169,
  "total_charge": 0,
  "max_force_ev_per_a": 2.16,
  "lumo_ev": -0.037,
  "spin_multiplicity": 1,
  "elements": ["C", "O", "C", "C", "C", "N", "H", "H", "H", "H", "H", "H", "H", "H", "H", "H", "H", "C", "O", "C", "C", "C", "N", "H", "H", "H", "H", "H", "H", "H", "H", "H", "H", "H", "N", "C", "N", "O", "H", "H", "H", "H", "N", "C", "N", "O", "H", "H", "H", "H", "N", "C", "N", "O", "H", "H", "H", "H", "N", "C", "N", "O", "H", "H", "H", "H", "N", "C", "N", "O", "H", "H", "H", "H", "N", "C", "N", "O", "H", "H", "H", "H", "N", "C", "N", "O", "H", "H", "H", "H", "N", "C", "N", "O", "H", "H", "H", "H", "N", "C", "N", "O", "H", "H", "H", "H"],
  "xyz": [[-1.5070, 9.6928, -2.4621], [-0.7895, 10.4036, -1.4826], [-0.3128, 11.6454, -1.9385], [0.2347, 12.4266, -0.7598], [-0.8184, 12.7464, 0.2945], [0.7514, 13.7185, -1.2557], [-1.0533, 9.7285, -3.4514], [-2.5612, 9.9998, -2.5058], [-1.6802, 8.6594, -2.1533], [0.5017, 11.5772, -2.6713], [-1.1645, 12.1891, -2.3617], [1.0151, 11.8077, -0.3039], [-1.6174, 13.4084, -0.0348], [-0.3871, 13.0352, 1.2553], [-1.2799, 11.7824, 0.5347], [1.0735, 14.2567, -0.4451], [1.6630, 13.5928, -1.6977], [-3.7232, 12.9956, 2.4330], [-3.9218, 14.1084, 1.5784], [-3.2874, 15.2478, 2.1401], [-3.1856, 16.4251, 1.1592], [-1.7872, 16.7111, 0.5797], [-3.7493, 17.6704, 1.7388], [-4.2714, 12.1190, 2.0830], [-4.0880, 13.1681, 3.4482], [-2.6849, 12.6517, 2.4237], [-3.7124, 15.5792, 3.0929], [-2.2623, 14.9462, 2.3794], [-3.8241, 16.1609, 0.3083], [-1.3876, 15.7167, 0.3470], [-1.1337, 17.1652, 1.3270], [-1.7866, 17.2835, -0.3479], [-3.1838, 17.7749, 2.5824], [-3.4866, 18.4799, 1.1870], [-0.2530, 21.7237, -2.6681], [0.7419, 20.8988, -3.0398], [0.3788, 19.6353, -3.4128], [1.9141, 21.2964, -3.0047], [0.0270, 22.5639, -2.1929], [-1.2033, 21.4135, -2.5839], [-0.5022, 19.5281, -3.8840], [0.9416, 18.7975, -3.3026], [1.1652, 16.7781, -1.4056], [2.3054, 16.5246, -0.7402], [3.4170, 17.0710, -1.2797], [2.3375, 15.8845, 0.3270], [0.2929, 16.6794, -0.9300], [1.2767, 17.0746, -2.3594], [4.2865, 16.9149, -0.8009], [3.3871, 17.5760, -2.1703], [0.0048, 15.2247, 3.3529], [0.2869, 14.0787, 4.0176], [-0.2899, 13.9555, 5.2464], [1.0710, 13.2299, 3.5950], [-0.4617, 16.0408, 3.6966], [0.6440, 15.3587, 2.5775], [0.1000, 13.3029, 5.8975], [-0.9538, 14.6612, 5.5039], [6.2176, 15.4491, 0.7801], [6.5958, 16.6039, 1.4260], [7.0442, 17.5700, 0.6034], [6.4614, 16.7907, 2.6351], [5.5003, 14.8697, 1.1755], [6.6083, 15.2906, -0.1270], [6.8338, 17.5063, -0.3800], [7.5022, 18.3527, 1.0344], [-1.6359, 14.7640, -2.4136], [-1.5207, 15.4871, -3.5465], [-2.7039, 16.0192, -3.9731], [-0.4437, 15.8987, -4.0145], [-2.4878, 14.7324, -1.8881], [-0.7792, 14.3361, -1.9950], [-2.5575, 16.7446, -4.6582], [-3.6210, 15.6543, -3.8153], [4.0742, 17.5461, -5.4603], [2.8450, 17.4760, -4.8746], [1.9082, 16.7289, -5.4808], [2.7357, 18.0219, -3.7593], [4.3242, 17.2058, -6.3693], [4.7825, 17.9026, -4.8356], [1.9885, 16.4471, -6.4387], [1.0463, 16.5010, -4.9872], [2.9755, 19.3619, 0.9325], [1.8527, 19.7809, 1.5699], [0.7495, 19.8776, 0.7798], [1.8283, 20.1362, 2.7477], [2.9259, 18.8403, 0.0729], [3.7509, 19.1894, 1.5518], [0.8196, 19.8380, -0.2215], [-0.0384, 20.3450, 1.1900], [8.2908, 16.0223, -2.3641], [6.9888, 16.2236, -2.6861], [6.3977, 15.2104, -3.3729], [6.4568, 17.3235, -2.4869], [8.7943, 16.7805, -1.9365], [8.8268, 15.2621, -2.7382], [5.5392, 15.4411, -3.8426], [6.9754, 14.4242, -3.5979], [4.7017, 19.9032, -2.7031], [5.3318, 20.9944, -2.1407], [4.4907, 22.0378, -1.9747], [6.5011, 20.8985, -1.7597], [3.7628, 20.0602, -3.0308], [5.1429, 19.0085, -2.6672], [3.5335, 21.9249, -2.2779], [4.7361, 22.8900, -1.5101]],
  "atomic_forces_ev_per_a": [[-1.053, -0.406, 0.355], [0.418, -0.584, -0.162], [-0.524, 0.451, 0.360], [0.011, 0.644, 0.367], [-0.077, -1.631, 0.396], [0.967, -0.298, 0.466], [0.096, 0.010, -0.042], [0.148, 0.787, -0.327], [0.875, -0.109, 0.135], [-0.200, -0.346, -0.240], [0.169, 0.154, -0.298], [-0.006, 0.054, 0.116], [0.135, 0.195, -0.043], [0.165, 0.524, -0.233], [-0.269, 0.098, -0.060], [-0.446, 0.144, 0.069], [-0.319, -0.192, -0.516], [-0.139, -0.743, -0.238], [-0.247, 0.242, 0.317], [1.408, 0.215, -0.138], [-0.751, 0.982, -1.257], [-0.035, -1.626, 0.495], [0.371, -0.683, 0.868], [-0.308, 0.344, -0.407], [0.230, 0.282, 0.099], [0.197, 0.419, 0.299], [-0.567, -0.115, -0.096], [0.102, -0.012, 0.105], [-0.082, -0.087, 0.067], [0.429, 0.172, -0.149], [0.036, 0.134, -0.102], [-0.260, 0.244, 0.148], [-0.395, 0.415, 0.172], [-0.035, -0.134, -0.282], [-0.793, 0.535, 0.025], [1.917, -0.251, 0.090], [-0.903, -0.184, -0.185], [-0.799, -0.642, 0.180], [-0.065, 0.106, -0.231], [0.046, -0.065, 0.152], [-0.124, -0.155, 0.269], [0.514, 0.829, -0.441], [0.173, 0.388, -0.464], [0.474, -0.481, 1.667], [0.364, 0.154, -0.415], [-0.264, 0.304, -0.587], [-0.245, -0.295, -0.213], [-0.578, -0.001, -0.040], [0.075, -0.121, -0.067], [0.128, -0.308, 0.563], [0.424, 0.063, -1.537], [1.298, -0.921, 0.875], [-0.627, 0.348, -0.350], [-0.652, 0.607, -0.122], [0.079, -0.071, 0.461], [-0.225, 0.224, -0.046], [-0.153, -0.070, 0.033], [0.068, -0.146, 0.588], [0.219, 0.319, 0.028], [-1.024, 0.153, 1.693], [0.592, -0.058, -0.546], [0.207, -0.522, -0.770], [0.119, -0.106, 0.025], [-0.271, -0.343, -0.173], [0.251, 0.580, -0.102], [-0.211, 0.203, -0.285], [1.033, -0.870, -0.159], [0.056, 1.416, 1.628], [0.394, 0.697, -1.083], [-0.601, -0.753, -0.166], [-0.254, 0.005, -0.171], [-0.164, 0.505, -0.313], [-0.452, -0.241, -0.094], [-0.009, -0.206, 0.109], [0.144, 0.144, 0.198], [1.127, -0.196, 0.420], [-0.646, 0.266, 0.278], [-1.003, -0.635, -0.664], [-0.117, -0.104, 0.027], [0.102, 0.290, -0.375], [0.172, -0.072, -0.016], [0.005, 0.108, -0.093], [0.163, -0.018, 0.316], [0.464, 0.782, 0.852], [-0.840, -0.246, -0.397], [-0.045, -0.415, -0.556], [0.136, -0.021, 0.018], [0.071, -0.123, -0.155], [0.020, 0.026, -0.013], [0.048, 0.048, -0.045], [0.295, -0.286, 0.526], [0.294, 1.576, -1.108], [0.045, 0.269, 0.602], [-0.270, -1.031, 0.329], [-0.116, 0.048, -0.009], [-0.005, -0.073, 0.062], [0.004, -0.339, -0.056], [-0.420, -0.274, -0.365], [-0.314, 1.213, -0.254], [0.953, -1.718, 0.806], [-0.416, 0.603, -0.274], [-0.588, 0.782, -0.168], [-0.086, -0.631, -0.064], [0.234, -0.160, -0.037], [0.087, 0.168, 0.131], [0.444, -0.155, 0.010]],
  "mulliken_charge": [-0.7933, -0.3665, -0.5849, -0.0931, -1.0851, -0.2927, 0.3145, 0.3059, 0.2818, 0.3789, 0.3576, 0.6114, 0.1542, 0.0363, 0.6275, -0.1469, 0.2269, -0.6177, -0.4140, -0.0600, 0.0802, -0.6855, -0.7877, 0.2585, 0.3259, 0.1624, 0.5110, -0.0795, 0.2306, -0.2526, 0.2364, 0.5318, 0.3120, 0.3129, -0.4764, 0.5113, -0.1070, -0.7794, 0.2316, 0.1725, 0.1932, -0.0735, 1.1838, 0.5190, 0.4544, -0.7783, -0.4847, -0.3644, -0.1584, -0.3567, -0.2331, 0.6044, -0.4073, -0.6685, 0.2109, 0.0851, 0.2418, 0.1537, -0.3115, 0.5232, -0.1729, -0.6582, 0.2258, 0.2186, 0.0010, 0.1892, -0.0492, 0.5357, -0.4553, -0.7540, 0.2160, -0.1268, 0.2110, 0.1832, -0.4314, 0.4040, -0.3345, -0.1482, 0.1660, 0.2304, 0.2014, 0.3495, -0.1650, 0.4350, -0.1797, -0.7252, 0.1201, 0.2146, 0.0997, 0.2321, -0.3700, 0.4266, -0.3958, -0.5858, 0.2681, 0.1567, 0.2135, 0.1629, -0.0753, 0.4583, -0.2978, -0.7128, 0.3248, -0.0355, 0.3612, 0.1848]
}


2.
{
  "formula": "C17H58O12",
  "method": "the ωB97M-V functional and the def2-TZVPD basis",
  "e_homo_ha": -0.34404,
  "total_charge": 0,
  "max_force_ev_per_a": 3.75,
  "lumo_ev": 0.067,
  "spin_multiplicity": 1,
  "elements": ["C", "C", "O", "H", "H", "H", "H", "H", "H", "C", "C", "O", "H", "H", "H", "H", "H", "H", "C", "C", "O", "H", "H", "H", "H", "H", "H", "C", "C", "O", "H", "H", "H", "H", "H", "H", "C", "C", "O", "H", "H", "H", "H", "H", "H", "C", "O", "H", "H", "H", "H", "C", "O", "H", "H", "H", "H", "C", "O", "H", "H", "H", "H", "C", "O", "H", "H", "H", "H", "C", "O", "H", "H", "H", "H", "C", "O", "H", "H", "H", "H", "C", "O", "H", "H", "H", "H"],
  "xyz": [[-1.5080, 0.0139, 4.5298], [-2.4361, -0.9153, 3.9043], [-2.8560, -1.8165, 4.9151], [-0.5174, -0.4272, 4.7787], [-1.8680, 0.4709, 5.3939], [-1.1976, 0.8478, 3.8856], [-1.9972, -1.4501, 3.0365], [-3.3133, -0.3983, 3.5710], [-2.1429, -2.3497, 5.1885], [-1.2440, 0.4247, -2.7834], [-2.5691, 0.1101, -3.4461], [-2.7785, -1.3022, -3.4664], [-0.3905, 0.0455, -3.3887], [-1.1566, 0.1232, -1.7609], [-1.1750, 1.4652, -2.8364], [-2.6468, 0.4635, -4.4648], [-3.2531, 0.6306, -2.8259], [-3.7284, -1.4087, -3.4933], [-3.2826, -0.4714, 0.2395], [-3.5558, -1.8356, -0.0781], [-3.2770, -2.6034, 1.0583], [-3.5798, 0.0901, -0.6433], [-2.1961, -0.3109, 0.4817], [-4.0063, -0.1966, 1.0010], [-3.0058, -2.1727, -0.9278], [-4.5854, -1.9707, -0.2925], [-3.7605, -2.0655, 1.6623], [0.2781, 1.1381, 0.7643], [1.8184, 1.1512, 0.8565], [2.3706, 0.3651, -0.2223], [-0.1454, 1.7024, -0.0648], [-0.1525, 1.6501, 1.6410], [-0.1570, 0.0665, 0.6705], [2.0885, 0.6570, 1.7706], [2.3276, 2.1407, 0.8039], [2.9384, -0.2370, 0.2238], [-0.3814, -2.6046, -1.2188], [0.9630, -2.2626, -1.8698], [1.4919, -3.3179, -2.5415], [-0.8008, -1.8977, -0.5167], [-0.1456, -3.5000, -0.6285], [-1.1107, -2.7510, -1.9928], [1.6029, -1.9915, -1.0335], [0.8965, -1.3078, -2.3504], [1.1601, -3.3051, -3.4588], [-3.3500, 3.0248, 2.9612], [-4.3836, 2.1733, 2.5141], [-2.9609, 2.7132, 3.9541], [-3.6332, 4.1324, 2.9648], [-2.4658, 2.8009, 2.2675], [-5.1356, 2.1429, 3.1087], [-3.1220, 3.2215, -0.7993], [-4.0127, 2.9767, -1.8296], [-3.6639, 3.7277, -0.0100], [-2.3639, 3.8086, -1.2072], [-2.6035, 2.3126, -0.4210], [-3.7389, 3.4801, -2.6042], [4.7976, 1.6938, -1.7380], [5.1831, 1.1413, -2.9922], [4.8644, 0.9000, -0.9783], [3.8385, 2.1629, -1.6811], [5.5418, 2.3426, -1.3145], [4.8655, 1.7458, -3.6726], [4.3875, -1.9043, -2.0571], [5.1460, -1.5206, -3.2017], [4.9486, -1.8989, -1.1431], [3.9749, -2.9147, -2.2237], [3.4911, -1.2479, -1.9782], [5.2689, -0.5788, -3.0403], [4.9370, -1.4654, 1.3429], [3.5461, -1.4128, 1.5786], [5.2086, -2.4432, 0.8569], [5.5528, -1.4111, 2.2369], [5.3899, -0.6973, 0.6551], [3.2277, -2.2002, 2.0847], [0.3843, -2.0761, 2.0417], [0.3568, -2.9376, 3.1160], [0.9765, -2.4767, 1.2048], [0.9192, -1.1390, 2.3455], [-0.6384, -1.9488, 1.6971], [1.2374, -2.9735, 3.4466], [1.0087, 3.3452, -1.9398], [1.4793, 2.1690, -2.5184], [0.0089, 3.1666, -1.6472], [1.1440, 4.1844, -2.6096], [1.5545, 3.6192, -1.0067], [1.8182, 1.5752, -1.8346]],
  "atomic_forces_ev_per_a": [[3.339, 1.266, -1.160], [0.016, -1.385, -0.194], [-2.030, 0.364, -0.504], [-0.663, -0.230, 0.017], [-0.929, 0.526, 1.583], [-0.289, -0.066, -0.287], [-0.273, 0.300, 0.526], [-0.653, 0.246, -0.239], [1.429, -0.957, 0.317], [0.587, -1.127, -2.105], [1.162, -0.850, 0.505], [-0.173, 0.173, 0.279], [-0.499, 0.090, 0.575], [-0.157, -0.432, 0.527], [0.402, 1.900, 0.131], [0.230, 0.467, -0.286], [-1.428, 0.282, 0.369], [-0.275, -0.409, -0.093], [0.567, 2.437, -0.521], [0.217, -1.999, -0.723], [0.655, -1.182, -0.034], [0.289, 0.651, -0.052], [-1.235, 0.114, 0.049], [0.453, 0.666, 0.587], [0.526, -0.514, -0.445], [-1.307, -0.021, -0.635], [-0.344, -0.133, 1.776], [-0.498, -0.577, 0.116], [-0.501, -0.215, -1.138], [-1.128, 1.338, -0.182], [0.351, -0.056, -0.352], [0.134, -0.464, 0.014], [1.048, 1.820, 0.348], [0.258, 0.014, 0.639], [-0.820, -0.305, 0.269], [0.803, -1.264, 0.268], [0.850, -0.695, -0.059], [-1.186, 1.807, 2.962], [0.429, -1.096, -1.997], [0.255, 0.563, 0.015], [-0.672, -0.137, -0.293], [-0.528, -0.492, -0.252], [0.574, -0.357, 0.130], [0.039, 0.341, -1.218], [0.253, -0.150, 0.625], [1.235, 0.158, -0.194], [-0.050, -0.131, -0.399], [-0.435, 0.386, -0.274], [0.447, -1.446, -0.100], [-1.289, 0.737, 0.713], [0.102, 0.258, 0.253], [0.120, -0.795, 0.920], [-1.069, -0.736, -1.376], [0.255, 0.065, 0.479], [1.570, 1.430, -0.070], [-0.682, 0.228, -0.122], [-0.168, -0.224, 0.178], [1.199, -1.132, 1.269], [-0.440, 1.013, 0.271], [-0.606, -0.191, -0.545], [-0.594, 0.087, -0.383], [0.567, 1.009, -0.415], [0.085, -0.251, -0.104], [-1.423, -0.418, -1.307], [-0.069, -0.465, 0.860], [0.423, 0.084, 0.372], [0.332, 0.372, 0.095], [0.547, -0.252, 0.237], [0.254, 0.259, -0.683], [1.871, -1.535, -0.804], [-0.396, -0.057, 0.412], [-0.248, 0.793, 0.406], [-0.250, 0.115, 0.467], [-1.410, -0.323, 0.603], [0.763, 0.974, -0.840], [1.064, 1.121, -0.920], [-0.867, -1.012, 0.904], [-0.212, -0.044, -0.029], [-0.917, -0.246, -0.408], [0.105, 0.334, -0.013], [0.844, -0.326, 0.699], [1.253, 0.238, 1.156], [0.849, -0.528, -0.532], [-1.485, 0.479, 0.180], [-0.302, 0.049, -0.340], [-0.131, -0.170, -0.450], [-0.118, -0.158, -0.021]],
  "mulliken_charge": [-1.1507, 0.9425, -0.6148, 0.2901, 0.4099, 0.1260, -0.4357, 0.1801, 0.3398, 0.0540, -0.9250, -0.5070, 0.3405, -0.2216, 0.2584, 0.4138, 0.4625, 0.3245, 0.2034, -0.8788, -0.5484, -0.1430, -0.2336, 0.6337, 0.1804, 0.4835, 0.3463, 1.1051, -0.7140, 0.3735, -0.7198, 0.2315, -0.7397, 0.6111, 0.2608, -0.2651, -0.6919, 0.8349, -0.5511, -0.3433, 0.5071, 0.4066, -0.6952, 0.0502, 0.3534, -0.2776, -0.4210, 0.2788, 0.2753, -0.0648, 0.2534, -0.2661, -0.5642, 0.2417, 0.3858, -0.1325, 0.3207, 0.1610, -0.5450, -0.2158, -0.0036, 0.4317, 0.3101, -0.1088, -0.6486, 0.2852, 0.3537, -0.3732, 0.4431, -0.8624, -0.4272, 0.3551, 0.3569, 0.2328, 0.2315, 0.1580, -0.5483, 0.2189, 0.3310, -0.5826, 0.3685, -0.4206, -0.5235, -0.0137, 0.3447, 0.2505, 0.0655]
}